(1)
C24H24ClN3O3 | ωB97M-V/def2-TZVPD

Structure (XYZ):
```
55
Properties=species:S:1:pos:R:3
C -4.02890 -0.87358 -2.00345
N -5.25467 -0.83605 -1.24164
C -6.32667 -0.18795 -1.95818
C -5.10631 -0.42711 0.13552
C -4.69537 1.03885 0.40553
N -3.27953 1.27633 0.22853
C -2.41012 1.09856 1.24313
O -2.71978 0.92245 2.40116
C -0.95841 1.27395 0.85361
C -0.44053 2.50314 0.64858
C 0.93590 2.80919 0.39018
C 1.55222 4.03169 0.22872
C 2.91631 3.77221 0.01476
C 3.07161 2.40547 0.04873
C 4.22553 1.54869 -0.10181
C 5.51575 2.08122 -0.17255
C 6.61298 1.25542 -0.30334
C 6.43470 -0.11948 -0.36350
Cl 7.80902 -1.15425 -0.52209
C 5.16394 -0.67026 -0.29935
C 4.07037 0.16063 -0.17176
O 1.86368 1.82506 0.27477
N -0.18577 0.13073 0.85767
C -0.66974 -1.14200 0.72387
O -1.84274 -1.37767 0.51094
C 0.38017 -2.19291 0.78668
C 1.56219 -2.03607 1.50770
C 2.51237 -3.04140 1.50497
C 2.29408 -4.20699 0.78830
C 1.11091 -4.37789 0.08782
C 0.15636 -3.37861 0.09119
H -4.16867 -1.53381 -2.86175
H -3.72458 0.11449 -2.39064
H -3.23383 -1.27369 -1.37845
H -6.51381 -0.74093 -2.87944
H -6.11044 0.85812 -2.23145
H -7.23084 -0.20908 -1.35221
H -6.06492 -0.60494 0.63018
H -4.35586 -1.07330 0.59623
H -5.24835 1.72336 -0.24201
H -4.91681 1.27328 1.44854
H -2.92077 1.26263 -0.71320
H -1.09631 3.35731 0.70307
H 1.07690 4.99020 0.26712
H 3.68276 4.50077 -0.15126
H 5.65741 3.14868 -0.11787
H 7.60695 1.67110 -0.35578
H 5.03174 -1.73968 -0.35181
H 3.08223 -0.27201 -0.13418
H 0.81594 0.27204 0.86994
H 1.73479 -1.14991 2.10208
H 3.42581 -2.91411 2.06701
H 3.04201 -4.98591 0.78544
H 0.93275 -5.29131 -0.45946
H -0.77366 -3.49468 -0.44478
```

Calculated values
SMILES: CN(C)CCNC(=O)/C(=C/c1ccc(-c2ccc(Cl)cc2)o1)NC(=O)c1ccccc1
ΔE to the lowest compared entry with this formula, charge and spin in eV: 0.130
Gap between HOMO and LUMO in eV: 7.49
HOMO energy in hartree: -0.279

(2)
C24H24ClN8NaO4 | ωB97M-V/def2-TZVPD

Structure (XYZ):
```
62
Properties=species:S:1:pos:R:3
Na -0.07627 0.87263 -0.58840
N 0.55489 0.38157 3.98725
C 0.03786 0.44465 2.71291
N 0.73306 0.46166 1.65133
C 2.13177 0.41895 1.75205
N 2.90155 0.42996 0.66867
N 2.22881 0.42067 -0.46684
C 2.93817 0.47499 -1.57692
C 2.27852 0.44931 -2.83740
C 3.02729 0.52927 -4.03929
C 2.38590 0.50727 -5.24986
C 0.99105 0.40154 -5.28543
C 0.33186 0.32435 -4.06726
N 0.92054 0.34495 -2.88106
C 2.75498 0.38423 3.05498
C 4.14114 0.35985 3.26018
C 4.67958 0.33714 4.53979
C 3.85172 0.34019 5.65263
C 2.46683 0.36066 5.47498
C 1.93151 0.37682 4.20045
H -0.06858 0.38656 4.77252
H -1.04513 0.46405 2.65105
H 4.02511 0.55587 -1.53845
H 4.10603 0.61249 -3.98007
H 2.95723 0.57681 -6.16987
H 0.43938 0.38034 -6.21529
H -0.75104 0.23148 -4.04378
H 4.77498 0.36124 2.38477
H 5.75572 0.31844 4.66665
H 4.26835 0.32538 6.65229
H 1.80106 0.36495 6.33193
N -7.03242 3.57771 -2.16817
C -6.29160 2.80295 -1.74823
C -5.39053 1.80390 -1.23837
C -5.88482 0.56261 -0.83406
C -4.98908 -0.36974 -0.35755
C -3.62922 -0.04910 -0.30825
N -3.16700 1.14457 -0.68731
C -4.02060 2.05304 -1.13827
H -6.94545 0.35257 -0.90047
H -5.31495 -1.34975 -0.03488
H -2.88178 -0.79146 0.00638
H -3.60130 3.01593 -1.41488
O -1.90503 4.66698 -0.93775
Cl -0.61995 4.30040 -0.37980
O -0.47112 4.89313 0.92494
O 0.43610 4.74318 -1.25068
O -0.57164 2.84917 -0.25253
C -1.38005 -3.91871 -1.08185
C -0.58385 -2.99586 -0.13862
C 0.81428 -2.76627 -0.74890
C -0.39501 -3.73284 1.20925
N -1.33715 -1.79838 0.00393
H -0.86954 -4.88087 -1.21429
H -1.48974 -3.44372 -2.05886
H -2.37655 -4.09969 -0.67162
H 1.38665 -3.69764 -0.86074
H 1.38556 -2.08585 -0.11627
H 0.71279 -2.28807 -1.72454
H 0.16864 -4.66941 1.10624
H -1.37604 -3.94513 1.64113
H 0.14658 -3.08198 1.90048
```

Calculated values
Net charge: -2
ΔE to the lowest compared entry with this formula, charge and spin in eV: 2.020
Gap between HOMO and LUMO (alpha / beta) in eV: 4.90 / 3.78
HOMO energy (alpha / beta) in hartree: -0.036 / 0.006

(3)
C24H24F3N2O5P | ωB97M-V/def2-TZVPD

Structure (XYZ):
```
59
Properties=species:S:1:pos:R:3
C 5.97419 -2.15500 2.65714
C 5.87417 -2.59557 1.19450
O 5.06173 -3.42144 0.85226
O 6.76905 -2.00728 0.34338
C 6.17110 -1.41987 -0.82110
C 5.91893 0.08675 -0.68816
C 4.86428 0.45789 0.38004
C 3.53025 -0.31087 0.17732
C 2.27891 0.57206 0.46633
C 1.74880 1.10702 -0.88375
C 0.32623 1.61887 -0.80295
C 0.00314 2.89876 -0.61240
C 1.06677 3.97240 -0.45622
F 0.56937 5.17245 -0.14289
F 1.68368 4.13755 -1.64969
F 1.96713 3.68832 0.48860
C -1.46088 3.24864 -0.60215
O -1.84922 4.37118 -0.84893
C -2.48171 2.15890 -0.32327
C -3.74844 2.51681 0.10613
O -4.15344 3.80305 0.32462
C -4.66212 1.50763 0.30987
C -4.34478 0.19171 0.09259
C -5.48149 -0.77049 0.32050
C -6.23102 -1.16835 -0.76993
C -7.31464 -2.00494 -0.68704
C -7.61141 -2.44861 0.60423
C -6.79644 -2.01387 1.61999
N -5.76511 -1.18736 1.54268
C -3.07941 -0.20849 -0.31625
P -2.65933 -1.98720 -0.56690
N -3.89019 -2.95723 -0.66292
C -2.15200 0.82369 -0.51698
C -0.74912 0.55860 -0.98866
O -0.41102 -0.46678 -1.54849
H 5.08607 -1.58160 2.92787
H 6.85125 -1.50884 2.76397
H 6.10681 -3.05400 3.26092
H 5.26645 -1.94566 -1.14575
H 6.88776 -1.56846 -1.63786
H 5.62299 0.43802 -1.68764
H 6.88464 0.56352 -0.47398
H 5.31421 0.14629 1.33166
H 4.74780 1.54676 0.38439
H 3.51872 -0.64680 -0.86649
H 3.54545 -1.19851 0.81524
H 2.61783 1.39809 1.09700
H 1.53573 -0.00677 1.02512
H 1.81307 0.33507 -1.65501
H 2.43369 1.89408 -1.21254
H -4.54290 4.14818 -0.48712
H -5.66002 1.76924 0.64769
H -5.95328 -0.77930 -1.74917
H -7.90517 -2.28768 -1.54936
H -8.44435 -3.12041 0.77656
H -7.02517 -2.39540 2.61789
H -1.84789 -2.38242 0.52787
H -1.90574 -2.08946 -1.75230
H -3.91388 -3.44288 -1.55049
```

Calculated values
SMILES: CC(=O)OCCCCCCC1=C(C(F)(F)F)C(=O)c2c(O)cc(-c3ccccn3)c([PH2]=N)c2C1=O
Gap between HOMO and LUMO in eV: 6.82
HOMO energy in hartree: -0.309

(4)
C24H24F4N4Pd | ωB97M-V/def2-TZVPD

Structure (XYZ):
```
57
Properties=species:S:1:pos:R:3
Pd -0.22790 -0.11250 0.45030
C -4.43560 0.87840 1.39690
C -2.91810 0.70300 1.33300
N -2.34270 0.47330 -0.00140
C -2.84270 -0.71280 -0.71770
C -4.11590 -0.53950 -1.55170
C -2.20720 1.66310 -0.84630
C -1.13650 2.65370 -0.35120
N 0.10870 1.96910 -0.14300
C 1.29880 2.56020 -0.16640
C 2.45350 1.71670 -0.13180
F 2.19720 0.38130 -0.02530
C 3.73530 2.21750 -0.21100
F 4.77370 1.40350 -0.22260
C 3.94540 3.59780 -0.27860
C 2.85040 4.45590 -0.24600
F 3.03600 5.76100 -0.25880
C 1.55320 3.96540 -0.19460
F 0.52330 4.80840 -0.11950
H -4.70260 1.21190 2.39480
H -4.95040 -0.06080 1.22300
H -4.78170 1.62720 0.69230
H -2.64770 -0.15880 1.96210
H -2.44240 1.59790 1.75030
H -3.01130 -1.49540 0.02870
H -2.04580 -1.04380 -1.40630
H -4.96310 -0.21900 -0.95660
H -4.36420 -1.50490 -1.98460
H -3.97720 0.15820 -2.37140
H -3.15800 2.20180 -0.93280
H -1.91280 1.33070 -1.84880
H -1.45170 3.15280 0.57980
H -1.04990 3.45300 -1.09800
H 4.94990 3.98900 -0.35420
C 0.27190 2.44680 5.69870
C 0.41280 2.81170 4.36180
C 0.41000 1.84800 3.37940
C 0.30910 0.48930 3.73100
C 0.15460 0.12550 5.08430
C 0.13660 1.10550 6.04790
N 0.31890 -0.45980 2.75940
N 0.68350 -1.64310 2.92300
C 0.50770 -2.56030 1.94780
C 0.67410 -3.93230 2.20440
C 0.53800 -4.83540 1.17320
C 0.19100 -4.41580 -0.10590
C 0.01180 -3.05830 -0.37160
C 0.17920 -2.13760 0.63550
H 0.27450 3.20460 6.46350
H 0.51550 3.85280 4.10030
H 0.52080 2.11230 2.33240
H 0.06650 -0.92270 5.32450
H 0.03420 0.83070 7.08500
H 0.87210 -4.25380 3.21620
H 0.69950 -5.88730 1.35780
H 0.06870 -5.13240 -0.90550
H -0.25050 -2.75470 -1.38240
```

Calculated values
Net charge: +2
Gap between HOMO and LUMO (alpha / beta) in eV: 3.85 / 3.85
HOMO energy (alpha / beta) in hartree: -0.521 / -0.521

(5)
C24H24I3O9PTa | ωB97M-V/def2-TZVPD

Structure (XYZ):
```
62
Properties=species:S:1:pos:R:3
C 5.72370 -0.44624 -0.04623
C 4.91085 -0.97519 -1.33942
O 5.57660 -1.52784 -2.25957
O 3.50988 -0.83890 -1.46254
C 2.80459 -1.74733 -0.53529
Ta 0.50181 -1.47221 -0.90138
C 0.63675 0.79036 -1.27348
I -0.43787 1.50593 -3.08539
C 1.30177 1.81088 -0.56473
C 1.31450 3.37645 -0.98162
I 2.44938 1.32384 1.18862
P -0.06269 -1.28177 1.62514
O -1.80628 -1.37113 1.69073
I 0.71982 -3.25699 2.87354
H 5.17316 -0.80286 0.89407
H 5.70464 0.69228 -0.07424
H 6.81369 -0.78660 -0.05793
H 3.04873 -2.84890 -0.79359
H 3.10860 -1.60937 0.55556
H -1.29856 -1.43637 -1.36885
H 0.37599 -3.32092 -0.68733
H 0.87307 -1.73061 -2.72204
H 2.15545 3.51983 -1.73460
H 1.56588 3.98455 -0.03274
H 0.29887 3.74791 -1.32486
H -2.04875 -2.13669 1.11289
C 1.99771 2.29667 -7.61689
C 2.05967 2.18848 -6.28888
C 2.28820 3.37233 -5.43355
O 2.34647 3.27360 -4.22479
C 2.44357 4.68021 -6.10625
C 2.38158 4.78789 -7.43378
C 2.15306 3.60377 -8.28949
O 2.09446 3.70241 -9.50185
H 1.83182 1.44057 -8.25869
H 1.94717 1.23890 -5.77985
H 2.60939 5.53643 -5.46431
H 2.49398 5.73745 -7.94241
C -5.54697 -2.70399 -0.59063
C -6.78208 -2.69680 -0.08797
C -7.21149 -1.66197 0.87692
O -8.33903 -1.65640 1.33765
C -6.21994 -0.63531 1.26150
C -4.98434 -0.64194 0.75906
C -4.55492 -1.67660 -0.20584
O -3.42978 -1.68169 -0.66526
H -5.21513 -3.45426 -1.29749
H -7.52079 -3.44082 -0.35949
H -6.55172 0.11481 1.96838
H -4.24531 0.10169 1.03055
C -0.51517 -1.32432 6.06025
C -1.14909 -2.34329 6.64202
C -1.42755 -2.34532 8.09331
O -2.00450 -3.27581 8.62637
C -0.97782 -1.17338 8.87560
C -0.34412 -0.15450 8.29468
C -0.06534 -0.15248 6.84201
O 0.51109 0.77804 6.31224
H -0.30281 -1.30758 4.99832
H -1.48548 -3.20817 6.08367
H -1.19080 -1.19128 9.93727
H -0.00758 0.71054 8.85287
```

Calculated values
Net charge: -1
Gap between HOMO and LUMO in eV: 5.20
HOMO energy in hartree: -0.183

(6)
C24H24N2O | ωB97M-V/def2-TZVPD

Structure (XYZ):
```
51
Properties=species:S:1:pos:R:3
O -0.19870 -0.12890 2.06897
C -0.45525 -0.74534 1.06283
C -1.84838 -0.87333 0.55936
C -2.39046 -2.10513 0.25225
C -3.71501 -2.27296 -0.18925
C -4.50215 -1.16448 -0.33941
C -3.95963 0.09370 -0.03356
C -4.88256 1.13337 -0.23631
C -4.49377 2.41760 0.02193
C -3.18143 2.64449 0.48236
C -2.27836 1.63096 0.68224
C -2.65147 0.29393 0.42930
C -6.17604 0.54369 -0.72606
C -5.92418 -0.98439 -0.78863
C 0.62085 -1.45811 0.24583
C 0.41297 -1.32352 -1.26469
C 0.62107 0.12859 -1.67907
C 2.00042 0.60315 -1.22948
N 2.10196 0.47176 0.20764
C 3.22993 1.17460 0.79270
C 4.56736 0.67150 0.30649
C 5.24218 1.29373 -0.74197
C 6.43133 0.74786 -1.19253
C 6.90854 -0.40499 -0.58819
C 6.16393 -0.95143 0.44518
N 5.03030 -0.43291 0.88047
C 2.00057 -0.91191 0.62334
H -1.78369 -2.99058 0.37978
H -4.08340 -3.26612 -0.40065
H -5.16446 3.25304 -0.11697
H -2.88136 3.66264 0.68556
H -1.28593 1.84766 1.04619
H -6.99346 0.78567 -0.04446
H -6.43875 0.94525 -1.70661
H -6.60728 -1.52898 -0.13416
H -6.06291 -1.37203 -1.79968
H 0.57350 -2.51760 0.52692
H 1.14598 -1.95393 -1.77568
H -0.58317 -1.66067 -1.55457
H -0.13958 0.75373 -1.20858
H 0.53060 0.23082 -2.76224
H 2.77713 0.01829 -1.75901
H 2.13164 1.65643 -1.49146
H 3.16626 1.04447 1.87498
H 3.12146 2.23637 0.55335
H 4.84204 2.19194 -1.18844
H 6.97757 1.21258 -2.00146
H 7.83118 -0.86402 -0.90797
H 6.48799 -1.85052 0.95442
H 2.78169 -1.54347 0.16536
H 2.12219 -0.94848 1.70678
```

Calculated values
SMILES: O=C(c1ccc2c3c(cccc13)CC2)[C@H]1CCCN(Cc2ccccn2)C1
ΔE to the lowest compared entry with this formula, charge and spin in eV: 0.365
Gap between HOMO and LUMO in eV: 8.44
HOMO energy in hartree: -0.291

(7)
C24H24N2O6S | ωB97M-V/def2-TZVPD

Structure (XYZ):
```
57
Properties=species:S:1:pos:R:3
C -3.66737 3.89900 -1.01279
O -2.57117 3.79508 -1.89432
C -1.80667 2.68705 -1.84390
C -2.00683 1.63140 -0.97531
C -1.17127 0.51329 -0.98275
N -1.36156 -0.53795 -0.11088
C -2.21026 -0.63393 0.95715
O -3.05406 0.19082 1.25932
C -2.00847 -1.85537 1.74065
C -1.12356 -2.89464 1.60403
C -1.25393 -3.85048 2.62677
C -2.22605 -3.52673 3.52453
S -3.00634 -2.05203 3.14273
C -0.09514 0.46828 -1.89068
C 0.83901 -0.65026 -1.90084
O 0.71869 -1.68300 -1.26181
O 1.92992 -0.43859 -2.67004
C 2.91684 -1.45839 -2.59182
C 3.43360 -1.64731 -1.15542
O 3.84424 -2.71004 -0.75293
N 3.41692 -0.50788 -0.43787
C 3.57766 -0.47170 1.00331
C 4.66431 0.53266 1.38951
C 2.26320 -0.12906 1.67159
C 1.54430 0.99872 1.29255
C 0.35705 1.32340 1.92400
C -0.12539 0.52867 2.94940
C 0.57947 -0.60110 3.32778
C 1.76212 -0.92996 2.68871
C 0.10140 1.54545 -2.77257
C -0.72910 2.64057 -2.77021
O -0.61676 3.71911 -3.59189
C 0.40875 3.71837 -4.55370
H -4.12776 4.86066 -1.23259
H -4.39349 3.09877 -1.18162
H -3.34527 3.87825 0.03226
H -2.81443 1.64270 -0.26408
H -0.69012 -1.29242 -0.25002
H -0.39846 -2.98407 0.81463
H -0.65055 -4.73796 2.69283
H -2.52982 -4.07698 4.39316
H 3.72810 -1.14136 -3.24973
H 2.51405 -2.41699 -2.93144
H 3.05254 0.32834 -0.86968
H 3.88798 -1.48070 1.29287
H 4.80007 0.52971 2.46761
H 5.60526 0.26652 0.91463
H 4.38386 1.53716 1.08006
H 1.90925 1.64115 0.50224
H -0.19224 2.20024 1.61476
H -1.04958 0.78646 3.44386
H 0.20691 -1.23044 4.12272
H 2.30524 -1.81585 2.98351
H 0.92569 1.47987 -3.46264
H 1.39942 3.69119 -4.08759
H 0.29545 4.65156 -5.10275
H 0.31108 2.87595 -5.24621
```

Calculated values
SMILES: COc1cc(NC(=O)c2cccs2)c(C(=O)OCC(=O)N[C@@H](C)c2ccccc2)cc1OC
ΔE to the lowest compared entry with this formula, charge and spin in eV: 0.530
Gap between HOMO and LUMO in eV: 8.06
HOMO energy in hartree: -0.295

(8)
C24H25ClN2O7S | ωB97M-V/def2-TZVPD

Structure (XYZ):
```
60
Properties=species:S:1:pos:R:3
C 6.25011 1.12210 -1.57642
O 6.76574 1.39697 -0.29769
C 5.80380 1.47325 0.72369
C 5.28048 0.09076 1.18175
N 3.84375 0.02813 1.24951
C 3.16960 -0.05752 2.42162
O 3.66666 -0.05593 3.52352
C 1.68250 -0.13411 2.07437
O 0.77939 -0.22980 2.87217
C 1.61556 -0.07822 0.61732
C 0.51600 -0.14265 -0.16704
O 0.67890 -0.19289 -1.50647
C -0.86546 -0.17829 0.34377
C -1.74320 -1.13705 -0.16603
C -3.05104 -1.18916 0.28147
C -3.47746 -0.27915 1.22915
S -5.20298 -0.29002 1.72699
O -5.75138 -1.58329 1.45524
O -5.32431 0.27701 3.03282
N -5.92775 0.77349 0.66635
C -5.99835 0.36160 -0.71521
C -7.02824 1.24605 -1.42418
O -6.69425 2.60835 -1.29396
C -6.64458 2.99255 0.06104
C -5.60043 2.17116 0.82279
C -2.62481 0.68358 1.73575
C -1.31497 0.73689 1.29386
C 3.02215 -0.07620 0.06436
C 3.30460 -1.35317 -0.70105
C 3.39712 -2.56114 -0.02060
C 3.65281 -3.73066 -0.71372
C 3.81103 -3.71233 -2.08917
C 3.70764 -2.50561 -2.76172
Cl 3.89735 -2.46160 -4.47934
C 3.45927 -1.32604 -2.07878
H 7.09549 1.16215 -2.26014
H 5.50940 1.87617 -1.87282
H 5.78935 0.12911 -1.63565
H 4.95613 2.09790 0.40329
H 6.30593 1.97815 1.55063
H 5.64817 -0.67657 0.49285
H 5.64558 -0.13818 2.18481
H -0.17764 -0.24703 -1.95232
H -1.39165 -1.86684 -0.88295
H -3.74199 -1.93724 -0.07312
H -6.30213 -0.68444 -0.72950
H -5.01993 0.47274 -1.21103
H -7.04830 1.03672 -2.49471
H -8.02062 1.05918 -0.99060
H -6.38569 4.05222 0.06927
H -7.62826 2.84666 0.52875
H -5.62437 2.39526 1.88843
H -4.59904 2.39002 0.41772
H -2.99151 1.36365 2.48753
H -0.64291 1.48619 1.67795
H 3.18036 0.78306 -0.60064
H 3.27301 -2.58223 1.05216
H 3.72932 -4.66556 -0.18045
H 4.01108 -4.62080 -2.63448
H 3.37496 -0.39733 -2.62115
```

Calculated values
SMILES: COCCN1C(=O)C(=O)/C(=C(/O)c2ccc(S(=O)(=O)N3CCOCC3)cc2)[C@@H]1c1cccc(Cl)c1
Gap between HOMO and LUMO in eV: 8.48
HOMO energy in hartree: -0.342

Across the entries above, DFT total energy takes the values -48413.1212, -62318.9083, -55934.5516, -45566.2573, -78838.5810, -30305.8460, -51379.0958, -65963.0356 eV, respectively.